14
Properties=species:S:1:pos:R:3:forces:R:3:lowdin_charge:R:1 method="wB97M-V/def2-TZVPD" gap_ha="0.2949 / 0.3172" e_homo_ha="-0.2593 / -0.2816" charge=0 lumo_ev="0.97 / 0.97"
C 1.21794 -0.27061 0.02196 -1.548 0.747 0.096 -0.115
C 0.06395 0.90232 -0.02262 0.041 -3.230 -0.209 -0.052
C 0.12807 -1.37361 -0.00421 -1.294 1.377 1.740 -0.114
C -3.26734 0.46029 -0.20485 -0.157 0.997 -0.302 -0.198
C -0.92300 -0.26930 0.10424 1.376 0.859 0.437 -0.249
O -2.22722 -0.33864 -0.04396 -0.813 -0.614 0.390 0.062
F -4.45595 -0.10673 0.07968 -0.172 -1.508 -0.120 -0.001
H 1.66753 -0.34687 -0.91616 1.151 0.436 -1.492 0.066
H 2.02236 -0.29707 0.77707 -0.893 0.142 -0.004 0.109
H -0.02003 1.55800 0.79935 0.306 1.165 0.728 0.080
H -0.00048 1.35817 -1.00277 0.145 0.565 -0.103 0.101
H -0.05103 -1.87220 -0.91125 0.498 -0.999 -1.416 0.092
H 0.19619 -2.07982 0.81061 -0.248 -0.327 0.250 0.101
H -3.45368 1.45551 0.18780 1.607 0.390 0.005 0.117

15
Properties=species:S:1:pos:R:3:forces:R:3:lowdin_charge:R:1 method="wB97M-V/def2-TZVPD" gap_ha=0.3597 e_homo_ha=-0.3499 charge=0 lumo_ev=0.27
O -0.05848 0.15051 -2.29924 -1.430 -2.896 2.623 -0.023
C -0.49142 -0.54467 -1.35090 0.389 0.254 -3.071 -0.228
C -1.64244 0.13802 -0.51067 1.219 1.515 1.279 -0.119
O -1.65422 -0.29061 0.88675 1.774 -2.956 0.662 -0.131
C -0.35176 -0.78434 1.35872 -0.326 6.356 -5.391 -0.041
C 0.88723 -0.30553 1.00480 -2.554 -2.607 2.065 -0.098
C 1.33990 0.72359 0.12589 4.503 4.456 -1.924 -0.199
F 0.79814 2.08522 0.30137 -0.047 -1.607 0.539 -0.112
H -0.01584 -1.71051 -1.13223 -1.635 3.157 -0.483 0.195
H -2.70893 0.19891 -1.03041 2.385 -0.567 1.348 0.172
H -1.25114 1.17054 -0.22815 -0.618 -0.639 -2.027 0.131
H -0.36141 -1.56480 1.94144 -0.886 -3.912 3.417 0.059
H 1.63515 -0.89161 1.59070 -0.283 0.739 -0.819 0.126
H 2.47946 0.87682 0.35594 -1.962 -0.183 -0.081 0.144
H 1.39576 0.74846 -1.01401 -0.531 -1.110 1.866 0.126

Calculated energy above the lowest of the compared OMol25 structures with the same formula, charge and spin in order - 4.472, 3.792 eV
Calculated calculated total energy in order - -10058.271, -12106.187 eV